Formula: C33H46Br2CoN2O2Si
Source: the OMol25 dataset
Level of theory: ωB97M-V with the def2-TZVPD basis set

Values from the calculation:
Energy above the lowest of the compared OMol25 structures with the same formula, charge and spin (eV): 0.9323
Multiplicity: 4
Strongest force on any atom (hartree/bohr): 0.0159
E (eV): -227632.4464

XYZ file:
```
87
C33H46Br2CoN2O2Si | the OMol25 dataset | ωB97M-V with the def2-TZVPD basis set
Co -0.51 -1.32 -0.59
O 3.36 2.07 -2.44
C 4.08 1.13 -1.77
C 5.46 1.25 -1.61
C 6.17 0.29 -0.92
C 5.51 -0.81 -0.38
C 4.14 -0.93 -0.55
C 3.41 0.03 -1.24
C 1.91 -0.12 -1.39
O 1.36 -0.85 -0.38
N 1.66 -0.74 -2.70
N 0.38 -1.14 -2.86
C 0.16 -2.10 -3.67
C -1.15 -2.52 -4.14
Br -2.51 -1.19 -4.17
C -1.38 -3.77 -4.53
C -2.62 -4.37 -5.03
C -3.10 -5.53 -4.43
C -4.25 -6.15 -4.89
C -4.93 -5.61 -5.98
C -4.45 -4.46 -6.59
C -3.31 -3.84 -6.12
H 3.95 2.75 -2.77
H 5.97 2.10 -2.04
H 7.24 0.40 -0.79
H 6.07 -1.57 0.15
H 3.59 -1.76 -0.12
H 1.47 0.89 -1.46
H 2.35 -1.43 -2.97
H 1.00 -2.66 -4.09
H -0.54 -4.46 -4.41
H -2.57 -5.94 -3.58
H -4.62 -7.04 -4.41
H -5.82 -6.10 -6.36
H -4.97 -4.05 -7.45
H -2.94 -2.94 -6.60
C -2.42 -1.75 0.89
C -2.99 -1.87 -0.39
C -2.27 -2.85 -1.10
C -1.22 -3.32 -0.26
C -1.31 -2.62 0.98
H -2.80 -1.12 1.68
H -3.86 -1.35 -0.75
H -2.55 -3.26 -2.05
H -0.58 -4.16 -0.46
H -0.76 -2.85 1.87
C 2.64 2.47 1.54
C 1.32 3.24 1.69
C 1.02 3.87 0.31
C 1.55 4.37 2.70
Si -0.11 2.09 2.28
Br -0.95 1.17 0.26
C 0.44 0.73 3.55
C 1.11 1.40 4.76
C -0.79 -0.05 4.05
C 1.42 -0.29 2.97
C -1.70 3.04 2.85
C -1.54 3.57 4.28
C -1.98 4.22 1.92
C -2.96 2.15 2.81
H 3.38 3.10 1.05
H 2.51 1.58 0.92
H 3.05 2.16 2.51
H 1.80 4.61 0.09
H 0.06 4.36 0.28
H 1.05 3.11 -0.47
H 2.43 4.95 2.41
H 1.72 3.99 3.71
H 0.70 5.06 2.75
H 0.46 2.13 5.25
H 2.03 1.91 4.47
H 1.37 0.64 5.49
H -1.44 0.56 4.67
H -0.45 -0.89 4.66
H -1.37 -0.46 3.22
H 2.38 0.16 2.70
H 1.03 -0.78 2.08
H 1.62 -1.06 3.72
H -0.63 4.17 4.40
H -1.50 2.76 5.01
H -2.39 4.21 4.54
H -1.20 4.98 1.96
H -2.92 4.70 2.21
H -2.09 3.89 0.88
H -2.88 1.28 3.46
H -3.16 1.81 1.80
H -3.82 2.74 3.14
```

---

Formula: C11H15BrO
Source: the OMol25 dataset
Level of theory: ωB97M-V with the def2-TZVPD basis set

Values from the calculation:
Energy above the lowest of the compared OMol25 structures with the same formula, charge and spin (eV): 3.4818
Multiplicity: 3
Strongest force on any atom (hartree/bohr): 0.1669
E (eV): -83726.0729

XYZ file:
```
28
C11H15BrO | the OMol25 dataset | ωB97M-V with the def2-TZVPD basis set
C -1.38 -0.62 -1.28
C -0.02 -0.66 -1.78
C -0.07 3.01 -1.84
C -1.19 2.47 -2.81
C 0.58 -2.68 2.12
C -0.04 -3.03 0.79
C -0.31 0.44 -0.83
C -0.52 1.84 -1.59
C 0.39 -0.31 0.93
C 0.32 -1.63 1.06
C 1.87 1.37 1.27
O 0.84 0.63 1.84
Br -1.47 0.23 4.11
H -2.16 -0.19 -1.95
H -1.74 -1.17 -0.43
H 0.63 -1.61 -1.44
H 0.30 -0.49 -2.84
H 0.52 3.86 -1.54
H -0.90 1.37 3.37
H -2.31 2.69 -2.55
H -1.18 2.32 -3.89
H -0.12 -2.87 2.97
H 1.60 -3.07 2.13
H 0.65 -3.43 0.12
H -1.08 -3.19 0.64
H 2.34 1.98 2.04
H 1.67 1.95 0.36
H 2.78 0.78 0.99
```